1.
{
  "formula": "C27H14FI2N5ORuS",
  "method": "ωB97M-V/def2-TZVPD",
  "e_above_lowest_kj_mol": 0.0,
  "charge": 2,
  "symbols": ["I", "I", "Ru", "S", "F", "O", "N", "N", "N", "N", "N", "C", "C", "C", "C", "C", "C", "C", "C", "C", "C", "C", "C", "C", "C", "C", "C", "C", "C", "C", "C", "C", "C", "C", "C", "C", "C", "C", "H", "H", "H", "H", "H", "H", "H", "H", "H", "H", "H", "H", "H", "H"],
  "xyz": [[-4.2086, 1.1512, -5.9691], [1.5948, 0.4227, -4.8133], [-0.1455, 0.2315, -0.0733], [4.3376, 2.6455, 5.3764], [-0.8966, -5.0125, 2.6030], [0.3757, 0.2854, -1.8341], [1.8701, 0.1509, 0.4678], [2.7906, 2.9670, 5.0792], [-2.0684, 0.5146, -0.9264], [-0.1316, 1.5591, 1.4676], [4.6723, 1.7005, 4.1197], [-4.4182, 0.8300, -1.2369], [0.3313, -3.8133, 1.0230], [-1.5441, -1.7560, 1.2622], [0.5121, -2.6519, 0.3133], [0.0965, 3.1189, 3.7457], [-4.2728, 0.9089, -2.6011], [-1.1534, 2.3209, 1.8755], [4.4399, 0.1764, 1.5196], [1.0354, 1.5805, 2.1664], [-1.6867, -2.8954, 2.0422], [3.5582, 1.5966, 3.4122], [-0.7530, -3.9036, 1.9002], [-1.9188, 0.5970, -2.2872], [-2.7009, 0.8742, -4.5695], [-0.4164, -1.6049, 0.4477], [2.1373, 0.8190, 1.6110], [1.1816, 2.3499, 3.3159], [-3.2941, 0.6338, -0.4379], [-0.6021, 0.4861, -2.7625], [-1.0737, 3.1086, 3.0127], [2.8664, -0.4392, -0.1776], [3.4036, 0.8451, 2.1824], [-1.4094, 0.7660, -5.0062], [-2.9941, 0.7971, -3.1720], [4.1687, -0.4469, 0.3231], [-0.3368, 0.5769, -4.1008], [2.4770, 2.3238, 3.9655], [-5.1334, 1.0593, -3.2394], [2.6212, -0.9019, -1.1245], [1.0075, -4.6520, 0.9282], [4.9467, -0.9436, -0.2385], [-2.5278, -3.0277, 2.7083], [-3.4118, 0.5761, 0.6374], [-1.9241, 3.7074, 3.3049], [-5.3883, 0.9157, -0.7696], [-1.1885, 0.8248, -6.0628], [-2.3112, -0.9992, 1.3202], [0.1964, 3.7236, 4.6383], [1.3428, -2.5755, -0.3721], [-2.0438, 2.2985, 1.2648], [5.4354, 0.1802, 1.9440]],
  "forces_ev_per_angstrom": [[-0.0067, 0.0011, 0.0021], [0.0363, -0.0049, -0.0017], [0.0140, 0.0742, -0.1196], [0.0066, 0.0201, -0.0068], [-0.0114, -0.0038, 0.0077], [-0.0732, -0.0298, 0.0346], [-0.0327, 0.0278, 0.0440], [0.0081, -0.0307, 0.0059], [0.0469, -0.0137, -0.0654], [0.0367, 0.0072, 0.0670], [-0.0221, 0.0018, 0.0110], [0.0025, -0.0008, -0.0108], [-0.0557, -0.0371, 0.0556], [-0.0402, -0.1625, 0.0424], [-0.0347, 0.0177, 0.0249], [-0.0062, 0.0003, 0.0123], [0.0105, -0.0026, 0.0127], [0.0001, -0.0167, -0.0226], [-0.0056, -0.0003, 0.0011], [-0.0213, 0.0173, 0.0073], [-0.0212, 0.0574, -0.0366], [0.0099, -0.0170, -0.0111], [0.0874, -0.0054, -0.0552], [-0.0061, -0.0143, 0.0570], [0.0209, -0.0066, -0.0122], [0.0114, 0.0739, -0.0249], [0.0185, -0.0170, -0.0032], [0.0024, 0.0135, 0.0085], [-0.0081, -0.0027, 0.0622], [0.0451, 0.0006, -0.0530], [0.0044, 0.0001, -0.0028], [0.0049, 0.0180, -0.0155], [0.0340, -0.0069, 0.0024], [-0.0047, -0.0022, 0.0431], [-0.0352, 0.0110, -0.0060], [-0.0149, 0.0003, -0.0155], [-0.0267, 0.0072, -0.0354], [-0.0151, 0.0149, -0.0160], [-0.0026, 0.0013, 0.0022], [0.0018, -0.0175, 0.0050], [-0.0065, -0.0053, 0.0045], [0.0014, -0.0002, 0.0020], [0.0056, -0.0095, 0.0063], [0.0294, -0.0128, 0.0001], [-0.0021, -0.0019, -0.0021], [-0.0032, 0.0012, -0.0088], [0.0042, 0.0018, 0.0000], [0.0085, 0.0382, -0.0104], [0.0004, 0.0009, -0.0018], [0.0093, 0.0090, 0.0106], [-0.0044, 0.0039, 0.0045], [-0.0004, 0.0017, 0.0003]]
}

=====

2.
{
  "formula": "C27H15Cl2F6IrN5O8S2",
  "method": "ωB97M-V/def2-TZVPD",
  "e_above_lowest_kj_mol": 29.9,
  "spin_multiplicity": 6,
  "symbols": ["Ir", "Cl", "Cl", "S", "S", "F", "F", "F", "F", "F", "F", "O", "O", "O", "O", "O", "O", "O", "O", "N", "N", "N", "N", "N", "C", "C", "C", "C", "C", "C", "C", "C", "C", "C", "C", "C", "C", "C", "C", "C", "C", "C", "C", "C", "C", "C", "C", "C", "C", "C", "C", "H", "H", "H", "H", "H", "H", "H", "H", "H", "H", "H", "H", "H", "H", "H"],
  "xyz": [[-0.0360, 0.3443, -0.0733], [4.5443, -4.5954, -0.3788], [4.7365, -3.5473, 2.5661], [4.1914, 3.5824, -0.4365], [1.7593, 2.7676, -1.3642], [0.7949, 3.1044, -3.8067], [2.8744, 3.6568, -3.6233], [2.8888, 2.6336, 1.7071], [2.3024, 1.5684, -3.6659], [4.3085, 1.2478, 0.8455], [5.0076, 2.9406, 1.9891], [4.7943, 4.8020, -0.0175], [2.1416, 1.4067, -0.9943], [-0.5766, -2.6738, 0.9060], [0.3556, 3.0567, -1.1691], [-1.8093, -0.8935, 0.3228], [4.8219, 2.7427, -1.4092], [0.9983, -2.2016, -3.1008], [1.4909, 0.0848, 3.6701], [0.8600, -1.1164, -1.0631], [-0.9841, 0.5394, -1.9908], [2.6448, 3.8849, -0.7768], [1.0335, -0.2419, 1.4029], [-0.7650, 1.6131, 1.3284], [1.9627, 2.7837, -3.2354], [3.6102, -2.8520, 1.4976], [-4.0625, -4.8689, 1.6693], [1.8790, -1.2657, 1.0831], [1.7889, -1.7569, -0.2936], [-5.3435, -2.8946, 1.1695], [0.8470, 0.4150, 2.6813], [-1.9294, 0.4557, -4.5816], [-0.9709, -0.4550, -4.1603], [-1.6556, -2.1182, 0.7558], [2.8039, -1.8362, 1.9530], [-2.8917, -4.1747, 1.4112], [-1.8941, 1.4200, -2.4008], [0.5342, -1.3525, -2.3797], [-0.4858, 2.2603, 3.6550], [-2.3964, 1.4037, -3.6898], [-5.2890, -4.2289, 1.5483], [4.0863, 2.5326, 1.1234], [2.6258, -2.7848, -0.7310], [-1.4411, 3.2152, 3.5054], [-2.0863, 3.3749, 2.2399], [-1.7162, 2.5724, 1.2118], [-0.5240, -0.3845, -2.8603], [-4.1727, -2.1993, 0.9085], [-0.1379, 1.4327, 2.5669], [3.5234, -3.3327, 0.1458], [-2.9440, -2.8390, 1.0287], [-1.9245, -4.6498, 1.5024], [-3.1330, 2.1382, -3.9807], [-4.2009, -1.1590, 0.6155], [2.5569, -3.1416, -1.7462], [-2.1653, 2.6750, 0.2362], [-6.2997, -2.3959, 1.0791], [-2.8473, 4.1247, 2.0872], [-2.2989, 0.4285, -5.5977], [2.8735, -1.4763, 2.9671], [-6.2039, -4.7708, 1.7512], [0.0353, 2.1014, 4.5888], [-0.5560, -1.2121, -4.8096], [-1.7105, 3.8550, 4.3342], [-2.2036, 2.1629, -1.6840], [-4.0204, -5.9086, 1.9664]],
  "forces_ev_per_angstrom": [[-0.2335, -0.2758, 0.4702], [0.0092, -0.0069, 0.0031], [-0.0298, 0.0217, -0.0262], [-0.1812, 0.0083, 0.0136], [-0.2458, 0.0162, 0.0399], [-0.0142, -0.0093, 0.0002], [0.0305, -0.0105, 0.0184], [-0.0212, 0.0071, -0.0048], [0.0157, -0.0150, -0.0020], [0.0076, -0.0402, 0.0506], [0.0399, -0.0169, -0.0150], [-0.0029, 0.0104, 0.0190], [-0.0892, -0.0001, -0.0747], [0.0305, -0.0213, 0.0975], [0.1126, -0.0041, -0.0692], [0.2334, -0.0401, -0.0137], [0.0429, 0.0096, 0.0082], [0.0032, -0.0143, 0.0092], [0.0608, -0.0155, 0.1015], [0.0738, -0.0039, 0.0142], [0.0637, 0.1595, -0.0623], [0.2088, -0.0438, -0.0015], [-0.1337, 0.1983, -0.1159], [0.0678, 0.0500, -0.2505], [-0.0252, 0.0284, 0.0209], [0.0770, -0.0955, -0.0279], [-0.0052, 0.0032, -0.0051], [0.1811, -0.1530, 0.0339], [-0.0978, 0.1024, -0.0336], [-0.0014, -0.0031, -0.0046], [-0.0041, -0.0390, -0.1029], [0.0054, -0.0118, -0.0114], [-0.0293, 0.0299, 0.0037], [-0.0995, -0.0595, -0.1719], [-0.1555, 0.1405, -0.0267], [0.0091, 0.0045, 0.0079], [0.0453, -0.0312, -0.0235], [-0.0257, 0.0139, -0.0233], [0.0386, -0.0442, 0.0090], [-0.0112, 0.0199, -0.0038], [0.0056, -0.0005, -0.0031], [0.0234, 0.0528, -0.0558], [0.0857, -0.0845, 0.0251], [0.0004, 0.0172, 0.0284], [-0.0146, -0.0162, -0.0402], [-0.0376, 0.0670, 0.0115], [0.0240, 0.0136, 0.0585], [-0.0038, 0.0050, -0.0001], [0.0057, 0.0291, 0.0832], [-0.0279, 0.0132, -0.0305], [-0.0031, 0.0016, 0.0572], [0.0000, -0.0048, 0.0024], [0.0005, 0.0011, -0.0033], [0.0019, 0.0015, 0.0026], [-0.0060, 0.0122, 0.0186], [0.0014, 0.0071, -0.0095], [-0.0003, 0.0022, 0.0007], [-0.0009, 0.0043, -0.0008], [-0.0030, 0.0014, -0.0014], [0.0008, 0.0038, -0.0018], [-0.0011, 0.0004, 0.0020], [-0.0041, 0.0016, 0.0016], [0.0032, -0.0057, -0.0001], [0.0022, -0.0009, 0.0051], [-0.0024, 0.0109, -0.0015], [-0.0002, -0.0022, 0.0005]]
}

=====

3.
{
  "formula": "C27H15Cl4IrNO2S",
  "method": "ωB97M-V/def2-TZVPD",
  "e_tot_ha": -3586.51866,
  "charge": -1,
  "symbols": ["Ir", "Cl", "Cl", "Cl", "Cl", "S", "O", "O", "N", "C", "C", "C", "C", "C", "C", "C", "C", "C", "C", "C", "C", "C", "C", "C", "C", "C", "C", "C", "C", "C", "C", "C", "C", "C", "C", "C", "H", "H", "H", "H", "H", "H", "H", "H", "H", "H", "H", "H", "H", "H", "H"],
  "xyz": [[-0.1725, 0.5599, -0.2534], [6.7013, 0.6776, -1.4599], [4.8033, 1.3663, 0.9118], [5.5246, -0.0620, -4.2256], [2.4427, -0.3642, -4.5895], [-1.4925, 1.1824, 1.5813], [1.9139, 1.0997, 0.1777], [0.9404, 0.2424, -2.1141], [-0.2724, -1.6340, 0.4583], [-1.8120, -0.1050, -1.2240], [-1.6355, -3.5825, 0.2057], [2.7487, 0.8137, -0.7402], [2.4483, -3.7704, 2.7795], [4.4687, 0.2440, -2.9057], [3.0986, 0.1321, -3.0783], [-3.0345, 4.8804, 1.0571], [-2.2211, -1.4279, -0.9162], [-2.4871, 0.6361, -2.1676], [-2.0531, 5.6987, 1.5924], [-0.7674, -4.3227, 0.9608], [4.9959, 0.6059, -1.6641], [0.5974, -2.3257, 1.2215], [-2.8642, 3.5084, 1.0180], [-1.3927, -2.2306, -0.0646], [-0.8944, 5.1311, 2.1015], [1.7313, -1.7068, 1.7687], [1.3283, -4.4057, 2.2687], [-1.6900, 2.9417, 1.5116], [2.6416, -2.4212, 2.5259], [0.3968, -3.7115, 1.4983], [2.2056, 0.3703, -2.0188], [-3.6161, 0.1239, -2.8047], [-4.0882, -1.1279, -2.4359], [-0.7108, 3.7626, 2.0645], [4.1475, 0.9008, -0.6083], [-3.4135, -1.8884, -1.5084], [-3.6307, 2.8649, 0.6102], [1.1640, -5.4567, 2.4677], [-2.1432, 1.6301, -2.4223], [-2.5155, -4.0450, -0.2113], [-4.9905, -1.5180, -2.8922], [1.8781, -0.6528, 1.5926], [3.5116, -1.9164, 2.9238], [-3.9472, 5.3118, 0.6694], [-4.1203, 0.6989, -3.5677], [-0.1288, 5.7559, 2.5376], [-0.9457, -5.3695, 1.1527], [-2.1897, 6.7710, 1.6187], [0.1877, 3.3120, 2.4631], [-3.8125, -2.8556, -1.2372], [3.1657, -4.3224, 3.3714]],
  "forces_ev_per_angstrom": [[1.1068, -2.8362, -1.3350], [0.3904, 0.0620, 0.0977], [-0.0212, 0.1319, 0.4476], [0.2760, -0.1115, -0.3463], [-0.2219, -0.0592, -0.2825], [0.1595, -0.4501, -0.0703], [-1.4014, 0.5516, 1.6956], [-2.2525, 0.0770, 0.8280], [-2.2002, 1.4995, -1.6978], [1.1580, -0.0748, 1.5822], [0.0863, -0.8857, 0.3132], [0.7683, -0.4624, -1.9161], [-0.6976, -0.9824, -0.1893], [0.3551, 0.1898, 0.5573], [-0.5599, -0.0290, 0.5636], [-0.1687, 0.1379, -0.0647], [-1.1364, 1.0986, -1.1580], [-0.7754, 0.0516, -0.6378], [0.0280, 0.0451, 0.0335], [0.1078, 0.6662, -0.1215], [-0.2088, -0.1635, -0.7509], [0.3381, -0.6738, 0.4352], [0.2333, -0.0588, 0.0225], [2.1182, 0.8454, 1.1889], [0.0528, 0.1590, 0.0161], [0.5625, 0.1609, 0.3532], [0.9279, -0.0409, 0.6115], [0.0945, -0.3215, 0.0454], [-0.3970, 0.8916, -0.4629], [-0.6686, 0.3992, -0.5532], [2.0869, 0.3836, 0.7004], [0.5204, 0.1087, 0.3609], [-0.3915, -0.0783, -0.2604], [-0.0240, 0.0145, -0.0978], [-0.6733, -0.1190, -0.0054], [0.5948, -0.2435, 0.3811], [-0.0173, -0.0607, -0.0346], [-0.0331, -0.0585, -0.0103], [0.0772, 0.0470, 0.0329], [-0.0420, -0.0543, -0.0221], [0.0114, -0.0147, 0.0320], [0.0432, 0.2249, -0.1435], [-0.0084, 0.0739, -0.0268], [-0.0617, 0.0655, -0.0350], [-0.0915, 0.0633, -0.0326], [0.0787, 0.1075, 0.0188], [-0.0733, -0.1461, 0.0099], [-0.0247, 0.0572, 0.0060], [0.0270, -0.0287, -0.0186], [-0.0452, -0.1145, -0.0689], [-0.0076, -0.0453, 0.0088]]
}

=====

4.
{
  "formula": "C27H15F10InN4O5S4",
  "method": "ωB97M-V/def2-TZVPD",
  "e_above_lowest_kj_mol": 0.0,
  "charge": -2,
  "symbols": ["In", "S", "S", "S", "S", "F", "F", "F", "F", "F", "F", "F", "F", "F", "F", "O", "O", "O", "O", "O", "N", "N", "N", "N", "C", "C", "C", "C", "C", "C", "C", "C", "C", "C", "C", "C", "C", "C", "C", "C", "C", "C", "C", "C", "C", "C", "C", "C", "C", "C", "C", "H", "H", "H", "H", "H", "H", "H", "H", "H", "H", "H", "H", "H", "H", "H"],
  "xyz": [[-0.1515, -0.4271, -0.0481], [-1.3455, -2.7212, -0.5406], [0.7054, -5.6084, -3.1190], [-1.7480, -4.0789, -3.1111], [1.7342, -4.6805, -0.5314], [0.9483, 4.3962, -0.4034], [-2.3247, 3.1959, 3.3483], [2.1309, 5.8443, 1.4207], [-4.8805, 3.9976, 2.7285], [-4.5388, 1.8987, -1.4409], [2.2713, 0.4613, 1.9488], [-5.8809, 3.3188, 0.2668], [-0.8633, 1.8346, 1.6402], [3.3551, 4.7268, 3.6061], [3.3608, 1.9867, 3.8244], [-1.7213, -0.6331, 1.6068], [3.8828, -2.4118, 0.3968], [-2.2517, -1.4663, 3.6242], [-1.0788, -5.7275, -5.0664], [2.1406, -1.3214, -0.5048], [0.1446, -0.2520, -2.4922], [1.1201, 1.4518, -0.3319], [0.6780, -1.7109, 1.7034], [-1.7930, 0.9409, -0.7954], [1.6068, 3.7119, 0.5673], [1.8647, -2.2982, 1.6398], [-3.8934, 2.1748, -0.2753], [2.7795, 2.5717, 2.7621], [2.6096, -1.9971, 0.3880], [-2.8642, 2.8515, 2.1669], [0.2884, -2.7132, 3.8051], [-1.2399, -0.1362, -2.9526], [0.4590, -4.5734, -1.7005], [-0.1175, -1.9237, 2.7398], [0.7778, -1.3628, -3.2136], [1.5442, -3.2944, 3.7640], [-2.5921, 1.6828, -0.0017], [1.6073, 2.2933, 0.5987], [0.8245, 2.0204, -1.6352], [-2.1297, 2.1151, 1.2699], [-4.1449, 3.2771, 1.8538], [-4.6369, 2.9302, 0.6167], [0.9639, 0.9427, -2.6968], [-2.1088, 0.8716, -2.2079], [2.1831, 4.5030, 1.5459], [-0.7809, -5.2540, -3.9887], [-1.5018, -1.2810, 2.6700], [2.2172, 1.7965, 1.7771], [2.7829, 3.9536, 2.6578], [-0.6774, -3.8417, -1.7129], [2.3535, -3.0969, 2.6572], [0.1086, -2.2180, -3.2445], [3.3212, -3.5633, 2.5569], [2.0028, 0.6065, -2.6656], [0.7740, 1.3641, -3.6984], [-1.6761, -1.1277, -2.8281], [1.5656, 2.7810, -1.9008], [1.0008, -1.0555, -4.2466], [1.8867, -3.9157, 4.5821], [-3.1341, 0.5522, -2.4032], [-0.3998, -2.8520, 4.6256], [-0.1575, 2.4968, -1.6728], [-1.2558, 0.1106, -4.0273], [-2.0010, 1.8664, -2.6728], [1.6963, -1.6596, -2.7151], [4.1990, -2.3241, -0.5143]],
  "forces_ev_per_angstrom": [[-0.7018, -0.0395, -0.5364], [0.0733, 0.0000, 0.1819], [-0.0397, -0.0329, 0.0190], [-0.0437, -0.0640, 0.0632], [0.0081, 0.0893, -0.0039], [0.0239, -0.0501, 0.0474], [-0.0294, 0.0014, -0.0519], [0.0005, -0.0884, 0.0177], [0.0332, -0.0179, -0.0372], [0.0762, -0.0421, 0.0451], [0.0163, 0.0418, 0.0008], [0.0630, -0.0110, 0.0206], [-0.1529, 0.0528, 0.0069], [-0.0201, -0.0269, -0.0350], [-0.0233, 0.0265, -0.0463], [0.1330, 0.1300, -0.0825], [-0.1283, 0.0198, -0.0538], [-0.0086, 0.0117, 0.0598], [-0.0727, -0.1092, -0.0478], [0.2132, -0.1610, 0.1960], [0.1382, 0.0355, 0.1339], [0.0770, -0.1758, 0.2579], [0.2351, 0.1171, 0.0306], [-0.0859, -0.2850, 0.0250], [-0.0700, 0.0352, -0.0077], [0.0246, -0.0413, 0.0629], [-0.0247, -0.0334, -0.0375], [0.0055, 0.0590, 0.0321], [0.0006, 0.0538, -0.1494], [0.0005, 0.0120, 0.0125], [0.0024, -0.0428, -0.0109], [-0.0779, 0.0140, -0.0575], [0.0790, -0.0134, 0.0923], [-0.0231, 0.0165, -0.0367], [-0.0292, -0.0909, -0.0471], [-0.0373, -0.0039, 0.0349], [0.0158, 0.1618, 0.0021], [0.0757, 0.0887, 0.0221], [0.0296, -0.0362, -0.0666], [0.0481, 0.0229, 0.0807], [-0.0109, -0.0377, 0.0031], [-0.0185, 0.0475, 0.0266], [0.0400, 0.0636, 0.0038], [0.0368, 0.0734, 0.0043], [0.0140, 0.0621, -0.0024], [0.1244, 0.1680, -0.0365], [0.0015, -0.0671, 0.0830], [0.0239, -0.0554, -0.0414], [0.0069, -0.0369, 0.0129], [-0.0697, 0.0151, -0.1361], [-0.0156, 0.0314, -0.0832], [0.0922, 0.0809, 0.0168], [0.0120, -0.0099, -0.0028], [-0.0054, 0.0080, -0.0243], [-0.0216, -0.0064, 0.0255], [0.0138, 0.0477, 0.0054], [-0.0031, 0.0050, 0.0201], [-0.0195, -0.0098, -0.0037], [0.0017, -0.0086, 0.0011], [-0.0036, 0.0201, -0.0245], [-0.0114, 0.0097, 0.0055], [0.0037, 0.0004, -0.0369], [0.0027, -0.0248, 0.0233], [-0.0038, 0.0060, 0.0137], [0.0113, 0.0129, -0.0187], [-0.0061, -0.0191, 0.0281]]
}